Here is a structure of composition C31H28F5N4O3SeV from the Open Molecules 2025 dataset. Energies are from ωB97M-V/def2-TZVPD.

```
73
Properties=species:S:1:pos:R:3:forces:R:3
V -1.339 0.041 -0.108 -0.087 -0.241 -0.078
C -0.930 -1.875 -1.376 -0.071 0.017 0.049
C 0.095 -1.799 -0.398 0.032 0.010 0.107
C -0.503 -1.903 0.886 -0.039 -0.015 -0.022
C -1.903 -2.053 0.698 0.047 -0.008 -0.076
C -2.168 -2.033 -0.699 0.074 0.017 -0.020
C -3.502 -2.284 -1.330 0.048 -0.013 0.001
C -2.906 -2.386 1.757 0.018 0.004 -0.016
C 0.204 -1.919 2.206 0.015 -0.003 -0.041
C 1.563 -1.734 -0.690 -0.011 -0.018 0.013
C -0.711 -1.884 -2.859 -0.022 -0.015 0.038
H -3.525 -1.945 -2.366 -0.007 0.000 0.002
H -4.304 -1.779 -0.789 -0.011 0.002 -0.005
H -3.732 -3.354 -1.332 -0.001 0.000 0.004
H -2.530 -2.143 2.751 -0.011 0.016 0.002
H -3.123 -3.458 1.744 0.003 0.002 0.018
H -3.853 -1.864 1.603 0.004 0.007 0.001
H -0.281 -1.277 2.942 -0.004 -0.011 0.019
H 1.224 -1.548 2.123 -0.008 0.009 0.014
H 0.242 -2.934 2.612 0.014 0.003 0.009
H 2.128 -1.360 0.163 0.008 -0.004 -0.009
H 1.781 -1.089 -1.543 -0.002 0.003 0.000
H 1.944 -2.731 -0.929 -0.004 -0.005 0.007
H -1.569 -1.485 -3.401 0.003 0.005 -0.005
H -0.538 -2.903 -3.216 0.001 0.004 -0.011
H 0.161 -1.290 -3.137 -0.002 0.004 -0.012
N -1.481 2.144 3.487 -0.068 -0.149 -0.101
C -1.773 1.418 2.405 0.018 0.101 0.022
O -0.873 1.093 1.615 0.020 -0.031 -0.006
C -3.181 0.996 2.102 0.048 -0.044 0.023
C -3.268 0.724 0.599 -0.020 0.125 -0.045
H -0.503 2.281 3.711 -0.025 0.007 0.106
H -2.178 2.267 4.199 0.057 0.078 0.034
H -3.889 1.735 2.493 -0.002 0.005 0.003
H -3.345 0.076 2.674 0.000 0.016 0.008
H -3.452 1.679 0.089 -0.001 -0.013 -0.021
H -4.131 0.086 0.386 0.004 -0.013 0.003
O -0.685 2.414 -6.806 0.021 0.007 -0.010
N 0.352 2.520 -6.105 -0.029 0.001 -0.008
O 1.428 2.922 -6.592 0.011 -0.005 0.006
C 0.318 2.182 -4.752 -0.034 0.006 -0.034
C 1.507 2.315 -4.024 0.037 -0.001 0.034
C 1.573 1.986 -2.665 0.004 0.023 -0.026
C 2.731 2.133 -1.851 0.007 0.005 -0.045
C 2.677 1.807 -0.526 -0.018 -0.009 0.037
C 1.488 1.297 0.028 0.043 0.008 -0.022
N 0.405 1.126 -0.716 0.064 0.073 0.019
C 0.432 1.482 -2.018 -0.112 -0.040 0.016
C -0.807 1.365 -2.739 0.052 -0.003 0.042
N -1.850 0.914 -2.011 -0.069 0.082 -0.047
C -3.046 0.829 -2.586 -0.005 0.000 0.004
C -3.240 1.163 -3.913 0.007 0.000 -0.005
C -2.174 1.600 -4.680 -0.032 -0.008 -0.008
C -0.899 1.723 -4.104 0.044 -0.001 0.022
H 2.378 2.687 -4.540 0.002 0.001 0.000
H 3.641 2.515 -2.296 0.002 0.001 0.007
H 3.535 1.918 0.122 0.000 0.000 -0.004
H 1.432 1.030 1.077 -0.016 0.005 0.005
H -3.857 0.484 -1.959 0.008 0.001 0.015
H -4.228 1.082 -4.346 -0.001 0.000 0.001
H -2.302 1.857 -5.718 0.003 0.000 0.009
F 7.046 -1.691 4.955 0.012 -0.002 0.007
C 5.873 -1.068 4.761 -0.044 0.015 -0.012
C 5.129 -0.614 5.835 0.026 -0.010 -0.026
F 5.591 -0.801 7.082 0.007 -0.001 0.008
C 3.923 0.026 5.623 -0.020 0.019 0.016
F 3.262 0.435 6.715 0.008 -0.001 -0.006
C 3.389 0.248 4.352 0.017 0.003 0.056
Se 1.730 1.101 4.081 0.005 -0.016 -0.057
C 4.171 -0.230 3.301 -0.029 -0.003 -0.037
F 3.758 -0.086 2.026 0.010 0.004 0.020
C 5.382 -0.871 3.485 0.008 0.000 0.010
F 6.090 -1.308 2.431 -0.005 -0.004 -0.007
```
Positions in Å, forces in eV/Å.

Computed properties:
* 2S+1: 4
* ⟨S²⟩: 3.8089
* energy relative to the best compared isomer or geometry (same formula, charge and spin): 1.44 kcal/mol
* charge: -1
* M: 729.484 g mol⁻¹
* largest force on an atom: 0.27 eV/A
* gap between HOMO and LUMO (alpha / beta): 5.3 / 6.1 eV
* calculated total energy: -5487.68629 a.u.

Here are the Löwdin charges for atoms 1 to 8, given in e:
1 V 0.86
2 C -0.26
3 C -0.25
4 C -0.25
5 C -0.27
6 C -0.28
7 C -0.03
8 C -0.03

***

Here is a cluster of 2 separate species, C9H13N3O in total from the Open Molecules 2025 dataset. Energies are from ωB97M-V/def2-TZVPD.

```
26
Properties=species:S:1:pos:R:3:forces:R:3
C -1.094 2.632 -0.114 1.034 0.650 -0.121
C -1.113 1.871 -1.320 -1.110 0.930 -0.335
C -1.331 1.921 1.041 0.032 0.708 2.610
C -1.640 0.568 -1.268 0.754 -0.985 -1.545
C -1.571 0.552 1.121 -0.543 1.070 -2.846
C -1.843 -0.171 -0.058 0.667 1.434 -0.536
C 1.552 -0.700 -0.444 -2.435 1.881 -2.923
C 2.677 -0.789 0.553 -1.629 1.814 -0.900
C -0.182 -2.503 -0.799 0.018 0.096 -0.251
N 0.915 -1.973 -0.815 -0.332 -0.280 0.613
N -2.269 -1.499 -0.103 1.038 0.808 -0.350
N 3.475 0.432 0.291 0.520 -1.311 1.743
O -2.556 -1.862 1.217 -1.242 -1.970 -1.040
H -0.775 3.724 0.079 -0.645 -1.868 -1.138
H -0.922 2.368 -2.331 -0.209 -0.881 1.575
H -1.331 2.487 2.046 0.231 -0.912 -1.683
H -1.733 0.016 -2.263 -0.028 0.706 1.515
H -1.599 0.101 2.030 -0.311 -1.218 2.464
H 0.718 0.137 -0.194 2.017 -2.008 -0.106
H 1.928 -0.355 -1.495 -0.187 -0.424 1.957
H 2.181 -1.023 1.487 0.272 0.761 0.923
H 3.255 -1.599 0.346 1.750 -2.436 -0.751
H -0.451 -3.491 -1.279 0.109 0.981 0.667
H -3.170 -2.620 0.984 1.027 1.109 1.067
H 4.074 0.616 1.114 -0.554 0.226 -0.770
H 2.808 1.159 0.173 -0.244 1.118 0.162
```
Positions in Å, forces in eV/Å.

Computed properties:
* 2S+1: 1
* energy relative to the best compared isomer or geometry (same formula, charge and spin): 162.29 kcal/mol
* M: 179.223 g mol⁻¹
* largest force on an atom: 4.24 eV/A
* gap between HOMO and LUMO (alpha / beta): 8.0 / 6.5 eV
* calculated total energy: -590.01829 a.u.

Here are the Löwdin charges for atoms 1 to 8, given in e:
1 C -0.12
2 C -0.11
3 C -0.13
4 C -0.07
5 C -0.05
6 C -0.33
7 C -0.23
8 C -0.28

***

Here is a structure of composition C25H31ClN2O5P2STeTi from the Open Molecules 2025 dataset. Energies are from ωB97M-V/def2-TZVPD.

```
69
Properties=species:S:1:pos:R:3:forces:R:3
Ti -0.203 -0.044 -0.051 0.567 -0.360 0.105
C -0.009 -3.526 0.008 0.018 -0.009 -0.021
C -0.978 -2.988 1.015 0.002 -0.201 0.037
C -1.710 -3.977 1.729 -0.020 0.096 -0.010
C -2.615 -3.620 2.671 0.073 0.027 -0.052
C -2.775 -2.251 2.982 -0.036 -0.020 0.024
C -3.656 -1.810 3.993 -0.006 0.014 -0.010
C -3.740 -0.477 4.285 -0.026 -0.076 0.033
C -2.937 0.447 3.600 0.060 0.020 -0.054
C -2.065 0.049 2.611 -0.125 -0.009 -0.017
S -1.031 1.190 1.812 0.057 -0.071 -0.025
C -2.001 -1.324 2.261 -0.056 0.093 0.020
N -1.160 -1.702 1.238 0.099 0.060 -0.045
H 0.541 -4.337 0.485 0.009 0.007 -0.016
H 0.708 -2.787 -0.324 -0.024 -0.019 0.019
H -0.557 -3.903 -0.857 0.004 -0.013 0.004
H -1.521 -5.014 1.486 -0.006 -0.012 0.016
H -3.193 -4.362 3.210 -0.008 -0.004 0.000
H -4.251 -2.545 4.521 -0.008 0.013 0.012
H -4.417 -0.124 5.052 -0.006 -0.013 0.002
H -3.000 1.499 3.847 0.024 0.007 -0.013
C 2.539 -1.747 -2.226 -0.012 -0.026 -0.040
P 1.581 -0.200 -2.080 -0.134 0.046 0.123
C 2.887 1.076 -2.053 0.016 -0.064 0.011
C 0.898 0.023 -3.754 0.030 0.013 -0.054
H 3.272 -1.692 -3.034 -0.006 0.010 0.000
H 1.855 -2.574 -2.421 -0.015 0.020 0.002
H 3.051 -1.942 -1.282 -0.005 0.022 0.008
H 3.519 1.007 -2.941 -0.006 -0.009 0.001
H 3.497 0.964 -1.157 -0.005 -0.016 0.000
H 2.411 2.055 -2.006 -0.009 0.005 -0.009
H 1.694 0.118 -4.496 0.012 0.009 0.007
H 0.277 0.920 -3.757 -0.008 0.000 0.010
H 0.260 -0.824 -4.000 0.008 0.002 0.021
C -0.319 4.456 -0.356 0.065 0.014 0.061
C -1.189 4.236 -1.571 -0.089 -0.072 -0.041
O -2.321 3.406 -1.240 -0.081 -0.026 -0.157
P -2.261 1.827 -1.506 0.159 0.178 -0.018
O -0.792 1.452 -1.178 -0.437 -0.071 0.072
Te -4.096 0.826 -0.450 0.069 0.087 -0.083
O -2.254 1.683 -3.109 0.013 0.100 -0.029
C -3.319 1.114 -3.881 -0.014 0.087 0.139
C -2.781 0.820 -5.263 0.013 -0.038 -0.039
H 0.486 5.155 -0.597 0.005 0.020 -0.015
H 0.125 3.518 -0.025 -0.014 0.015 0.012
H -0.910 4.875 0.459 0.000 -0.012 0.006
H -0.623 3.779 -2.385 0.024 0.010 -0.018
H -1.617 5.172 -1.937 0.026 -0.023 0.016
H -4.147 1.828 -3.912 -0.037 -0.073 -0.020
H -3.670 0.210 -3.383 0.035 -0.008 -0.021
H -2.661 1.730 -5.854 0.052 0.015 0.029
H -3.460 0.152 -5.795 -0.041 0.039 -0.012
H -1.813 0.326 -5.183 -0.017 -0.034 0.005
O 1.827 -2.847 2.077 0.044 0.030 0.029
C 2.096 -1.661 1.872 -0.038 -0.039 -0.008
N 1.457 -0.821 0.944 0.158 0.049 0.122
C 1.985 0.435 1.051 0.034 0.012 0.024
O 1.342 1.314 0.348 -0.204 0.171 -0.103
C 3.039 0.486 1.994 -0.106 -0.077 -0.086
C 3.896 1.493 2.472 -0.013 0.040 -0.027
C 4.825 1.157 3.426 0.011 -0.018 0.015
C 4.921 -0.165 3.930 0.037 0.068 0.016
C 4.074 -1.155 3.478 -0.019 -0.065 -0.017
C 3.127 -0.837 2.508 -0.038 -0.019 -0.035
H 3.818 2.506 2.096 0.009 -0.003 0.010
H 5.497 1.916 3.809 -0.003 0.000 -0.001
H 5.665 -0.389 4.685 -0.005 -0.008 -0.002
H 4.131 -2.165 3.866 -0.008 0.003 -0.004
Cl -1.256 -1.414 -1.756 -0.048 0.103 0.091
```
Positions in Å, forces in eV/Å.

Computed properties:
* 2S+1: 2
* ⟨S²⟩: 0.7680
* energy relative to the best compared isomer or geometry (same formula, charge and spin): 42.15 kcal/mol
* charge: -1
* M: 744.467 g mol⁻¹
* largest force on an atom: 0.68 eV/A
* gap between HOMO and LUMO (alpha / beta): 4.9 / 6.8 eV
* calculated total energy: -4115.91522 a.u.

Here are the Löwdin charges for atoms 1 to 8, given in e:
1 Ti 0.60
2 C -0.11
3 C -0.31
4 C -0.01
5 C 0.00
6 C -0.16
7 C -0.05
8 C -0.09

***

Here is a structure of composition CH10O8Zn from the Open Molecules 2025 dataset. Energies are from ωB97M-V/def2-TZVPD.

```
20
Properties=species:S:1:pos:R:3:forces:R:3
Zn -0.189 -0.231 0.088 -0.441 0.632 -0.146
C 1.518 -1.316 -1.055 3.330 1.065 -5.319
O 1.543 -0.008 -0.677 0.903 0.017 1.174
O 0.351 -1.800 -0.877 -0.258 -2.743 0.185
O 2.459 -1.724 -1.838 -2.657 0.224 3.117
O 1.834 2.620 -0.545 0.245 0.571 -1.671
H 1.821 1.672 -0.755 0.232 -0.441 -0.115
H 1.613 2.666 0.355 -0.286 0.120 1.744
O -1.121 0.305 -1.740 -1.112 1.031 0.782
H -2.050 0.129 -1.929 0.470 -0.106 -0.608
H -0.517 0.095 -2.446 0.129 -0.393 -0.614
O -1.989 -1.114 0.535 -0.913 0.447 1.318
H -2.307 -1.716 -0.126 -0.047 -0.799 -0.346
H -2.149 -1.475 1.425 0.004 0.050 -0.725
O 0.447 -1.102 1.872 1.480 1.540 0.769
H 1.356 -0.729 1.958 -0.754 -0.392 -0.284
H 0.455 -1.854 2.438 -0.173 -1.154 0.501
O -0.898 1.500 1.006 -1.621 -0.722 -1.513
H -0.570 2.039 1.670 1.485 1.368 2.224
H -1.606 2.045 0.642 -0.017 -0.313 -0.473
```
Positions in Å, forces in eV/Å.

Computed properties:
* 2S+1: 1
* M: 215.473 g mol⁻¹
* largest force on an atom: 6.36 eV/A
* gap between HOMO and LUMO: 6.6 eV
* calculated total energy: -2425.35987 a.u.

Here are the Löwdin charges for atoms 1 to 8, given in e:
1 Zn 0.62
2 C -0.80
3 O -0.21
4 O -0.13
5 O -0.05
6 O -0.06
7 H -0.02
8 H -0.03

***

Here is the ion CHN4O2S with charge -1 from the Open Molecules 2025 dataset. Energies are from ωB97M-V/def2-TZVPD.

```
9
Properties=species:S:1:pos:R:3:forces:R:3
C 0.171 -0.249 -0.505 0.395 -0.199 0.658
N 0.872 -0.987 -1.333 -0.143 -1.168 0.267
N 0.797 -0.418 -2.559 -0.115 0.862 1.395
N 0.151 0.682 -2.440 -0.819 1.123 -1.224
N -0.278 0.832 -1.181 0.704 -1.728 0.637
O -1.514 1.498 1.376 1.132 1.626 -5.294
O -0.209 3.269 -0.532 1.369 1.605 0.095
S -1.187 2.231 -0.530 -2.477 -2.766 4.637
H 0.019 -0.479 0.572 -0.046 0.646 -1.172
```
Positions in Å, forces in eV/Å.

Computed properties:
* 2S+1: 1
* energy relative to the best compared isomer or geometry (same formula, charge and spin): 68.66 kcal/mol
* charge: -1
* M: 133.112 g mol⁻¹
* largest force on an atom: 5.94 eV/A
* gap between HOMO and LUMO (alpha / beta): 8.6 / 8.6 eV
* calculated total energy: -806.32280 a.u.

Here are the Löwdin charges for atoms 1 to 8, given in e:
1 C -0.24
2 N -0.04
3 N -0.08
4 N -0.05
5 N -0.31
6 O -0.70
7 O -0.55
8 S 0.85

***

Here is the molecule C22H21FN4O2 from the Open Molecules 2025 dataset. Energies are from ωB97M-V/def2-TZVPD.

```
50
Properties=species:S:1:pos:R:3:forces:R:3
N 1.389 0.855 -3.415 0.102 0.239 -0.219
C 1.154 0.018 -2.665 0.076 0.403 -0.330
C 0.860 -0.991 -1.745 0.490 -0.841 1.137
N -0.400 -1.536 -1.641 -0.481 -0.506 0.179
C -0.343 -2.383 -0.677 -0.487 0.292 -0.591
C -1.445 -3.218 -0.118 0.185 -0.066 -0.012
O -2.227 -2.517 0.827 0.030 -0.015 0.288
C -3.152 -1.607 0.395 -0.286 0.205 -0.016
C -3.894 -0.994 1.407 0.217 -0.141 -0.168
C -4.874 -0.075 1.100 -0.065 0.088 -0.202
C -5.112 0.228 -0.230 0.116 -0.079 -0.084
F -6.075 1.125 -0.539 0.055 -0.040 0.023
C -4.385 -0.359 -1.245 -0.289 0.188 0.182
C -3.396 -1.280 -0.934 0.145 -0.255 0.165
O 0.895 -2.464 -0.103 0.402 0.089 0.133
C 1.661 -1.583 -0.775 -0.040 0.439 -0.928
N 2.995 -1.520 -0.509 -0.212 -0.543 0.038
C 3.685 -0.338 -0.989 -0.003 0.154 -0.161
C 3.227 0.886 -0.167 -0.108 0.063 -0.083
N 2.467 0.404 0.970 0.158 0.001 0.246
C 1.832 1.469 1.723 -0.036 -0.029 -0.062
C 0.722 2.049 0.884 0.014 0.178 0.097
C 0.803 3.331 0.361 0.019 -0.067 0.122
C -0.198 3.816 -0.463 -0.059 0.101 -0.089
C -1.284 3.019 -0.778 -0.018 0.097 -0.043
C -1.374 1.739 -0.257 -0.053 -0.082 0.030
C -0.377 1.259 0.571 0.028 0.066 0.016
C 3.240 -0.553 1.730 0.026 0.038 0.060
C 3.392 -1.826 0.855 0.044 -0.100 0.247
H -2.067 -3.612 -0.930 0.120 0.043 0.096
H -1.004 -4.047 0.443 -0.121 0.052 -0.160
H -3.683 -1.258 2.431 0.020 -0.031 0.129
H -5.452 0.405 1.874 -0.071 0.056 0.069
H -4.582 -0.093 -2.272 -0.037 0.045 -0.100
H -2.805 -1.700 -1.730 0.018 -0.011 -0.055
H 4.754 -0.523 -0.864 -0.076 -0.011 -0.064
H 3.479 -0.200 -2.050 0.163 0.010 0.073
H 2.574 1.523 -0.766 0.103 0.016 0.003
H 4.102 1.481 0.148 -0.065 -0.010 -0.018
H 2.549 2.255 2.015 -0.086 -0.038 0.038
H 1.412 1.031 2.633 0.076 0.038 -0.004
H 1.655 3.953 0.598 0.100 0.048 0.025
H -0.124 4.816 -0.866 0.003 0.079 -0.047
H -2.061 3.392 -1.428 -0.073 0.040 -0.067
H -2.218 1.112 -0.500 -0.094 -0.063 -0.012
H -0.447 0.261 0.980 -0.002 -0.178 0.035
H 2.705 -0.792 2.650 0.058 0.036 0.005
H 4.234 -0.158 2.004 -0.055 -0.017 0.047
H 4.429 -2.167 0.833 -0.093 -0.027 0.021
H 2.765 -2.635 1.226 0.141 0.046 0.013
```
Positions in Å, forces in eV/Å.

Computed properties:
* 2S+1: 1
* energy relative to the best compared isomer or geometry (same formula, charge and spin): 70.75 kcal/mol
* M: 392.434 g mol⁻¹
* largest force on an atom: 1.50 eV/A
* structure (SMILES): N#Cc1nc(COc2ccc(F)cc2)oc1N1CCN(Cc2ccccc2)CC1
* gap between HOMO and LUMO: 8.8 eV
* calculated total energy: -1320.28022 a.u.

Here are the Löwdin charges for atoms 1 to 8, given in e:
1 N 0.17
2 C -0.19
3 C -0.21
4 N 0.20
5 C -0.29
6 C -0.09
7 O -0.03
8 C -0.27